Record 1
18
Properties=species:S:1:pos:R:3:forces:R:3 method="wB97M-V/def2-TZVPD" de_lowest_ev=2.3058 homo_ev=-11.47 total_charge=0 smiles=O.O.O.O.O.O
O -0.04793 0.65582 -0.30053 0.26 -0.40 0.14
O -0.70602 -2.73972 0.60278 1.00 -1.31 -0.77
O 1.92113 -1.56114 -2.49532 0.09 0.13 0.22
O -2.48533 1.96517 1.29434 0.11 0.06 0.16
O 2.81307 2.59775 -1.01961 0.18 -0.21 -0.02
O -1.63635 -0.89072 1.65619 -0.74 1.73 1.26
H 1.79707 -0.66907 -2.15208 -0.05 0.06 -0.13
H 2.83112 -1.77747 -2.26269 -0.08 -0.08 -0.05
H 3.22635 2.09826 -1.73284 -0.04 0.14 0.01
H -1.80055 -0.99870 2.59978 -0.14 0.04 0.09
H 2.85305 2.00247 -0.26263 -0.13 0.10 -0.02
H -0.96310 0.84596 -0.06535 -0.12 0.28 -0.09
H -2.01895 1.22719 1.70282 -0.12 -0.21 0.00
H -0.68581 -1.02300 1.56692 -0.01 0.44 0.49
H -0.05298 -0.28196 -0.52307 -0.08 0.20 -0.34
H -2.38972 2.68358 1.92974 -0.02 0.05 -0.19
H -0.16930 -1.99105 0.31920 0.05 -0.64 -0.39
H -1.49574 -2.33357 0.97744 -0.15 -0.38 -0.39



Record 2
41
Properties=species:S:1:pos:R:3:forces:R:3 method="wB97M-V/def2-TZVPD" de_lowest_ev=3.3154 homo_ev=-7.02 total_charge=-1
O 0.28629 1.06988 3.23368 0.01 -1.53 0.14
O 1.35964 -2.33632 -0.91547 0.13 -0.46 -0.43
O 3.07980 3.81507 2.25658 0.38 0.13 -0.03
O 3.91119 -1.81453 -1.20130 1.21 0.87 0.49
O -0.76518 -0.92721 1.00598 0.67 -0.62 0.44
O -2.40741 2.48753 3.14165 0.01 -0.01 0.46
O 0.33134 3.41764 0.81075 0.23 0.78 -0.79
O -3.24636 -0.69492 -1.42815 0.29 1.06 -1.21
O 1.49060 0.46222 -3.38821 -0.13 -0.55 0.34
O 2.37964 2.72825 -0.62506 -0.44 0.48 1.04
O -0.07375 -4.97594 -0.65159 0.72 1.61 -0.14
O -2.06942 -2.72066 -0.07541 0.49 -1.30 0.80
O -1.20673 1.41836 0.77934 -0.32 0.38 -0.36
O -2.41469 -0.89779 -3.92513 1.17 0.46 -1.51
H -0.05079 -1.30238 0.48365 -0.02 0.57 0.19
H -0.19436 2.55052 0.76375 0.23 0.26 0.89
H -1.90201 1.90252 3.72351 -0.13 0.15 -0.07
H 3.35087 -1.64069 -1.95538 -0.20 -0.70 0.00
H -1.86666 2.40484 2.34672 0.12 -0.11 -0.14
H -0.55446 -4.21711 -0.28159 -1.36 -0.68 0.41
H 0.48311 -2.72892 -0.97895 -0.28 0.90 0.06
H -2.70178 -3.09154 0.55439 -0.22 -0.12 -0.46
H 3.94090 -2.74107 -0.96121 -0.55 -0.06 -0.45
H 1.33451 -1.54350 -0.36891 0.01 -0.09 -0.06
H 0.62612 0.53236 -2.96023 -0.01 0.29 -0.20
H -1.43139 -2.28152 0.58473 -0.61 1.08 -0.49
H 0.70186 3.71461 1.64249 -0.74 -0.79 0.30
H 0.64948 -4.38597 -0.94084 0.52 -1.47 -0.22
H 2.27138 3.98163 2.74502 0.00 0.03 0.01
H -1.15133 0.34462 0.68626 0.14 0.41 0.36
H 1.87128 -0.27551 -2.89130 0.04 0.25 -0.20
H 1.72516 2.96622 0.13437 0.81 -0.59 -1.60
H -2.06352 1.81604 0.59780 -0.05 -0.56 -0.43
H 0.22127 0.41453 2.50407 -0.25 0.79 -0.55
H 2.96512 4.17429 1.36543 -0.13 -0.12 0.13
H -3.25348 -0.49660 -3.69198 0.07 -0.85 0.72
H 3.12456 2.25809 -0.23915 -0.13 -0.04 0.10
H 0.20155 0.39351 3.92350 0.15 0.59 0.48
H -2.54443 -1.28530 -1.08241 -1.41 0.00 0.74
H -4.11557 -0.67541 -1.03506 0.43 -0.73 0.84
H -2.29238 -1.81980 -3.68635 -0.87 0.32 0.38



Record 3
88
Properties=species:S:1:pos:R:3:forces:R:3 method="wB97M-V/def2-TZVPD" de_lowest_ev=0.5393 homo_ev="-4.86 / -5.20" total_charge=0 spin_multiplicity=5
Cr -0.71893 1.20352 0.10563 1.08 -0.44 2.19
P 2.74936 -0.65050 0.63318 -2.77 -1.04 -1.22
P -1.01953 -1.07948 0.18927 3.33 -0.37 -0.51
C -2.30529 1.78392 -1.00527 -1.65 0.81 -0.05
C 3.42438 3.78967 -0.57839 -0.10 -0.38 0.35
C 2.72370 2.09495 1.01762 -0.08 -0.06 -0.25
C 0.20799 1.77749 -2.34682 1.54 -0.22 -0.80
C -4.61631 1.48172 0.32775 -0.53 -0.13 -0.11
C 5.47746 -3.47303 1.51872 -0.01 0.35 0.09
C -1.32018 1.71618 2.08007 0.01 -0.17 0.10
C -3.05473 2.94863 -0.80177 0.22 -1.53 -0.11
C -3.49138 -4.22754 -0.41543 0.03 -0.22 0.24
C 0.66000 0.53486 -2.58210 0.59 0.39 0.79
C -3.02343 0.84451 3.80096 0.01 0.06 0.07
C -2.38451 0.90637 -3.38239 -1.19 -1.27 -0.26
C 3.09464 1.06515 0.13793 0.84 0.87 0.34
C 1.77497 -0.49962 2.13915 -0.06 0.34 0.47
C 6.69513 -2.84474 1.22192 -0.36 0.12 -0.02
C -0.98880 -1.17287 -3.49774 1.00 -0.63 0.03
C 6.72454 -1.47356 0.95631 0.07 -0.01 0.06
C 3.80007 1.42702 -1.02773 -0.16 -0.09 0.13
C 4.28154 -2.75442 1.45906 0.45 0.18 -0.37
C 1.73890 -1.59667 -0.50150 3.40 0.74 0.29
C -2.12807 -0.36550 -3.00441 -0.99 0.92 -1.78
C 0.37746 -1.89461 -0.51571 -2.65 -0.71 1.74
C 3.97198 2.77587 -1.37301 -0.25 -0.40 -0.01
C -0.35700 2.54569 -3.53007 -0.82 0.45 0.08
C 5.54285 -0.73827 0.87593 -0.39 -0.64 -0.01
C -3.83208 0.32271 0.15594 -0.07 1.39 -0.10
C -2.63302 -3.14656 -0.60869 -0.29 -0.04 0.75
C -2.59467 0.46456 -0.48252 -0.89 0.92 -0.16
C 2.86571 3.43610 0.65173 -0.27 -0.10 0.03
C -3.42201 -3.87388 1.97931 0.08 -0.29 -0.22
C -1.62274 0.63650 3.17055 -0.51 0.01 -0.39
C 4.31669 -1.41812 1.02123 0.63 0.01 0.22
C -0.59027 0.61370 4.29597 0.18 -0.13 -0.02
C 0.32256 -0.34108 -3.74287 -0.27 -0.84 -0.95
C -4.23871 2.76980 -0.10922 -0.49 0.24 0.25
C -1.59625 1.86843 -4.23538 -0.25 0.53 -0.27
C -3.89330 -4.59688 0.87312 0.22 0.24 0.10
C -2.55481 -2.79638 1.80836 -0.06 0.07 -0.92
C -2.19549 -2.38896 0.49900 -0.40 -1.04 -0.19
H -1.34170 1.41531 -5.21011 0.22 0.10 0.53
H -0.65691 3.54361 -3.19471 -0.09 -0.05 0.01
H -4.51933 -5.48271 1.02934 0.16 0.45 -0.11
H -2.29257 2.68475 -4.51163 0.32 -0.34 0.15
H 5.45810 -4.52220 1.79248 0.03 0.09 0.00
H 3.32318 -3.20733 1.73025 0.35 0.02 -0.38
H -3.82293 -4.81871 -1.26748 0.07 0.13 0.13
H -0.74995 -1.94716 -2.75084 -0.03 0.29 -0.36
H -1.54007 1.91970 -1.76835 -0.54 -0.20 0.57
H -2.25518 -2.92674 -1.60564 -0.25 0.11 0.20
H 3.41736 4.83438 -0.89795 0.27 -0.37 0.12
H -0.55522 2.41471 2.46083 -0.15 0.09 0.06
H -1.64080 -0.35110 2.67000 0.09 0.43 0.39
H 7.61917 -3.42442 1.20829 -0.26 0.19 0.09
H 7.67324 -0.96636 0.78913 -0.15 -0.16 0.07
H 2.31806 1.83481 1.99712 0.05 0.34 -0.37
H 1.00979 0.29363 2.01387 0.34 -0.59 0.09
H 1.41094 0.11858 -1.92236 -0.46 -0.25 0.49
H -3.01948 1.78029 4.39215 -0.07 -0.31 -0.23
H -2.25980 2.28524 1.95279 0.42 0.06 -0.20
H 4.51455 3.02784 -2.28183 -0.17 -0.06 0.13
H 0.11973 -2.83361 -1.01688 0.16 0.17 -0.08
H 1.25056 -1.44800 2.31374 0.10 0.21 -0.16
H 0.42838 2.74189 -4.28536 -0.19 -0.33 0.46
H -4.20779 -0.64100 0.51690 0.25 0.35 -0.02
H -3.27431 0.01473 4.49443 0.11 0.36 -0.34
H 1.13432 -1.07005 -3.97136 -0.37 0.53 0.43
H -2.11295 -2.30130 2.67129 -0.25 -0.01 -0.19
H -2.67419 3.83983 -1.30230 -0.56 0.14 0.39
H -3.68915 -4.20111 2.98455 0.05 0.12 -0.23
H 0.18586 0.21984 -4.66996 0.12 0.09 0.14
H 0.39683 2.30987 -1.35104 0.57 -0.29 -1.64
H -4.88712 3.63310 0.03798 -0.06 -0.34 0.19
H 0.34321 0.14085 3.98951 -0.03 0.14 0.01
H -3.35925 1.30027 -3.04659 0.60 -0.24 -0.25
H -3.82878 0.92109 3.04379 0.49 -0.06 0.31
H 2.35238 -2.05743 -1.29488 -0.11 0.26 0.37
H 2.40736 -0.26542 3.00837 -0.13 -0.03 -0.26
H 2.49502 4.17897 1.35621 0.13 0.04 -0.29
H -2.92978 -0.91483 -2.49165 0.48 0.38 -0.12
H -0.35141 1.63798 4.62146 -0.18 -0.27 0.08
H 5.55901 0.34128 0.71167 0.02 -0.42 -0.18
H 4.22428 0.62189 -1.64403 -0.26 0.48 0.06
H -0.95068 0.02168 5.14387 -0.02 0.20 0.05
H -1.28773 -1.72932 -4.42161 0.31 0.47 0.45
H -5.60270 1.35798 0.79887 0.43 0.21 -0.13



Record 4
10
Properties=species:S:1:pos:R:3:forces:R:3 method="wB97M-V/def2-TZVPD" de_lowest_ev=2.0504 homo_ev=-11.06 total_charge=0 smiles="CN(F)F.O=C=O"
F 0.17245 1.18949 1.07975 -1.36 -0.37 -1.49
F -1.24107 -0.45908 0.88171 0.16 0.32 -0.86
O 2.05182 -1.11846 2.06412 -0.08 -0.50 -0.32
O 1.62444 -1.90027 -0.04991 -0.64 -1.25 -2.96
N -1.08351 0.84161 0.38989 0.46 0.88 0.93
C -0.78365 0.77127 -1.06655 -3.33 1.21 0.30
C 1.82817 -1.54898 1.00596 0.71 1.79 3.32
H -1.65411 0.30767 -1.57654 0.25 -0.41 0.91
H 0.01898 0.13801 -1.16033 2.40 -0.80 -1.01
H -0.93351 1.77874 -1.56809 1.45 -0.87 1.18



Record 5
72
Properties=species:S:1:pos:R:3:forces:R:3 method="wB97M-V/def2-TZVPD" homo_ev=-8.69 total_charge=0 smiles="O=C1c2ccccc2C(=O)c2ccccc21.O=C1c2ccccc2C(=O)c2ccccc21.CB(O)c1cc2nsnc2cc1CN"
S -2.12761 -4.76381 -2.26992 3.22 0.49 0.52
O 5.64053 -4.41732 -1.26674 -2.47 -1.62 -0.44
O 1.22201 -0.81894 0.56108 0.21 0.15 0.15
O -3.87098 3.73676 1.49292 -0.16 -0.05 -0.19
O -7.30922 3.04426 -2.52739 0.24 0.06 0.27
O 4.46734 1.80897 3.88147 -0.21 -0.19 -0.22
N 3.48783 -1.22044 -3.73851 0.01 -0.57 0.37
N -1.02269 -5.53176 -1.20381 2.36 2.91 -2.21
N -1.19015 -3.59722 -3.12793 3.18 -3.15 4.01
C 3.71878 1.18846 3.14518 0.59 0.53 0.64
C -7.70238 5.37356 1.86974 0.16 -0.10 -0.09
C 1.44477 0.88400 2.16173 -0.22 0.25 0.14
C 2.94386 -4.39006 -1.27659 -4.54 -0.49 -0.87
C 4.55021 -5.62136 0.78586 0.76 -0.37 -0.30
C 0.26410 -4.91611 -1.43323 -0.92 1.16 -1.56
C -6.51362 3.22866 -1.62183 -0.66 -0.16 -0.78
C -4.22804 2.90500 -0.67333 0.23 -0.17 -0.26
C 0.13212 -3.80521 -2.53955 0.17 0.57 -0.61
C -3.42601 1.55637 -2.97791 -0.17 0.11 0.10
C 5.18613 -2.11751 0.88045 -0.21 0.21 0.13
C -4.64821 3.60260 0.56242 0.59 0.09 0.70
C 3.98469 -2.38392 -2.93494 -0.13 -0.04 0.66
C 5.56606 -0.32199 2.44627 0.14 -0.19 -0.10
C 6.04376 -1.40634 1.71770 -0.17 0.16 0.09
C 1.67521 -5.19232 -0.81717 1.11 2.25 -1.76
C 0.44098 2.93678 3.75686 0.21 -0.13 -0.07
C -4.73161 2.02207 -2.86561 0.22 -0.09 -0.07
C -2.91692 2.44100 -0.79245 0.13 -0.14 -0.19
C -5.13235 2.70606 -1.71650 0.32 -0.18 -0.14
C 1.78098 2.57643 3.85200 -0.23 0.13 0.04
C -8.19215 4.53910 -0.33935 -0.15 0.14 0.17
C 0.10459 1.25949 2.05608 -0.13 0.19 0.13
C 4.22607 0.05545 2.33890 0.25 -0.26 -0.15
C -6.02399 4.14280 0.64880 -0.31 0.18 0.13
C 2.73716 -3.25872 -2.39163 -2.99 -0.06 -0.81
C 1.36620 -2.95320 -3.02338 1.33 -2.74 2.81
C 3.37208 -0.64340 1.48618 0.36 -0.20 -0.01
C 1.95690 -0.23612 1.34057 -0.62 -0.44 -0.60
C -2.51664 1.77224 -1.94472 -0.13 0.10 0.14
C 3.85354 -1.73428 0.76088 0.26 -0.05 0.01
C -8.58262 5.23701 0.79845 0.15 -0.13 -0.12
C -6.91372 3.98508 -0.41401 -0.18 0.23 0.27
C -0.39484 2.28483 2.85233 0.08 -0.12 -0.07
C 2.28729 1.55301 3.04982 -0.34 0.14 0.05
C -6.42506 4.82879 1.79649 -0.20 0.12 0.06
B 4.36962 -4.77377 -0.61881 0.97 -0.30 0.12
H 0.04765 3.72821 4.38687 0.05 -0.08 -0.08
H -1.49508 1.41681 -2.03703 -0.11 0.03 0.03
H -3.11521 1.02816 -3.87377 -0.04 0.05 0.10
H -8.01105 5.91054 2.76111 0.05 -0.06 -0.10
H -1.43879 2.57316 2.77222 0.09 -0.02 -0.02
H 5.62099 -6.06850 0.78813 -1.70 0.81 -0.02
H 4.64287 -3.08628 -3.57806 -0.99 1.34 0.98
H 5.55757 -2.96738 0.32069 0.10 0.28 0.11
H 4.60759 -1.92928 -2.06814 -0.86 -1.47 -1.09
H -0.55307 0.75163 1.35725 0.21 -0.06 0.07
H 4.48623 -4.95485 1.71494 -0.24 -1.04 -1.22
H 5.57262 -4.78626 -2.18663 0.23 0.97 0.97
H 6.23800 0.22495 3.10039 -0.24 0.02 -0.04
H -5.74195 4.94324 2.63224 0.02 -0.09 -0.21
H 2.98108 -0.59371 -3.09369 0.52 -0.32 -0.57
H 3.84738 -6.53225 0.83994 0.82 1.59 0.17
H 3.19093 -2.29014 0.10465 -0.08 0.23 0.16
H 4.25392 -0.70489 -4.19105 -0.45 -0.41 0.54
H 1.16244 -2.18335 -3.84101 0.70 -1.24 1.44
H -2.20308 2.60265 0.00958 -0.22 0.05 -0.03
H 7.08492 -1.70065 1.80552 -0.12 0.03 -0.01
H 1.77525 -5.99837 -0.01253 -0.17 1.36 -1.36
H -8.88430 4.43161 -1.16871 0.22 -0.09 0.04
H -5.43417 1.85503 -3.67612 -0.02 0.12 0.21
H 2.42821 3.09164 4.55496 0.05 -0.17 -0.17
H -9.57501 5.67335 0.85142 0.11 -0.06 -0.01



no.,M (g/mol),total energy (hartree)
1,108.09,-458.58774
2,251.20,-1069.56521
3,628.74,-3240.49592
4,111.05,-482.85924
5,623.50,-2350.87986